--- i ---
Density functional theory data (ωB97M-V/def2-TZVPD) for 2 unconnected molecules or ions with the total composition C10H16O.

Structure (XYZ):
```
27
Properties=species:S:1:pos:R:3:mulliken_charge:R:1
C -0.635 -2.053 2.559 -1.367
C -0.593 -0.418 0.582 -0.356
C -0.842 -1.696 1.077 0.460
C -0.628 -0.093 -0.753 -0.211
C -1.331 -2.626 0.156 -0.540
C -1.139 -1.038 -1.661 0.212
C -1.447 -2.304 -1.198 -0.511
O -1.313 -0.647 -2.974 -0.534
H -0.285 0.387 1.271 0.328
H -0.291 0.843 -1.119 0.406
H 0.288 -1.624 2.865 0.372
H -0.614 -3.138 2.625 0.360
H -1.649 -3.564 0.577 0.339
H -1.666 -3.022 -1.941 0.364
H -0.866 -1.248 -3.579 0.323
H -1.495 -1.780 3.145 0.318
C 1.974 2.547 0.678 0.042
C 1.240 3.573 -0.199 -1.129
C 3.306 3.031 1.315 -1.347
H 1.309 2.246 1.524 0.130
H 2.144 1.579 0.190 0.325
H 0.340 3.113 -0.596 0.311
H 3.285 3.918 1.917 0.357
H 3.668 2.271 1.985 0.340
H 3.966 3.066 0.433 0.337
H 0.851 4.343 0.445 0.323
H 1.897 4.056 -0.867 0.346
```

Calculated values
lowest unoccupied orbital energy: 0.87 eV
total charge: 0
structure (SMILES): Cc1ccc(O)cc1.CCC
Kohn-Sham gap: 9.52 eV

--- ii ---
Density functional theory data (ωB97M-V/def2-TZVPD) for 2 unconnected molecules or ions with the total composition C10H16O.

Structure (XYZ):
```
27
Properties=species:S:1:pos:R:3:mulliken_charge:R:1
C -0.731 -1.054 -2.855 -1.329
C -0.779 0.720 -1.070 -0.530
C -0.065 0.011 -2.032 0.453
C -0.110 1.368 -0.047 -0.543
C 1.302 0.157 -2.087 -0.424
C 1.269 1.411 -0.071 0.861
C 1.997 0.922 -1.144 -0.646
O 2.014 1.883 0.993 -0.559
H -1.859 0.802 -1.148 0.416
H -0.569 1.904 0.766 0.344
H -1.386 -1.741 -2.341 0.298
H -0.017 -1.585 -3.484 0.341
H 1.916 -0.408 -2.783 0.281
H 3.075 0.986 -1.226 0.394
H 1.525 2.597 1.429 0.317
H -1.447 -0.621 -3.573 0.317
C -0.831 -1.310 2.635 0.047
C -2.051 -0.414 2.402 -1.084
C -1.083 -2.723 2.070 -1.117
H -0.026 -0.866 2.058 0.071
H -0.643 -1.341 3.690 0.317
H -2.879 -0.428 3.109 0.390
H -1.445 -2.589 1.059 0.228
H -0.117 -3.208 1.911 0.344
H -1.783 -3.284 2.688 0.331
H -1.838 0.666 2.369 0.246
H -2.567 -0.666 1.466 0.236
```

Calculated values
lowest unoccupied orbital energy: 0.87 eV
total charge: 0
structure (SMILES): Cc1ccc(O)cc1.CCC
Kohn-Sham gap: 9.35 eV

Out of the structures above, which one is the most stable? Solution: ii.